DFT (ωB97M-V/def2-TZVPD) results for 13 unconnected molecules or ions with the total composition C50H76F24N7O27S8.

Structure (XYZ):
```
192
C50H76F24N7O27S8 ωB97M-V/def2-TZVPD
S 2.73 4.81 -2.67
S -0.19 4.97 3.09
S -3.08 -3.70 0.57
S 4.77 -0.85 5.19
S 3.90 -1.16 -2.20
S 1.35 -5.17 -5.56
S -2.15 -0.07 -8.01
S -0.32 -1.40 5.07
F 3.66 -3.69 -1.43
F 4.84 6.30 -1.96
F 6.17 0.87 6.81
F 0.31 -3.83 6.17
F 3.28 7.45 -3.12
F -0.83 -4.83 -4.25
F -4.44 1.49 -8.47
F 4.45 -2.28 0.11
F -0.84 -3.65 -0.73
F -2.18 3.09 3.67
F 1.01 -4.27 -3.03
F -2.58 -3.86 -2.03
F -0.06 2.26 3.39
F -3.02 2.33 -7.11
F 4.55 1.84 5.74
F 4.66 6.10 -4.18
F 1.39 -1.95 7.04
F 0.05 -2.96 -4.59
F -4.25 0.56 -6.55
F 6.32 1.21 4.70
F -1.33 2.86 1.78
F -0.73 -2.31 7.44
F -1.76 -5.49 -0.90
F 2.31 -2.43 -0.37
O 0.41 5.06 4.43
O 0.76 5.13 1.99
O -1.73 -1.71 4.85
O 5.87 -1.69 4.66
O 1.32 -6.58 -5.13
O -4.35 -4.42 0.34
O -1.38 5.81 2.98
O -1.32 -0.26 -6.78
O 1.71 5.02 -3.65
O 4.11 -1.01 -5.81
O 4.17 -1.37 6.38
O 2.28 4.89 -1.30
O 0.67 -4.96 -6.80
O -3.66 0.44 1.40
O -2.82 -1.29 -8.42
O -1.44 0.63 -9.05
O 0.51 -1.84 3.95
O 3.63 3.67 -2.95
O 2.97 -1.34 -3.34
O 2.69 -4.65 -5.56
O 3.75 -0.51 4.15
O 3.53 0.04 -1.42
O -3.17 -5.88 -5.61
O -2.35 -4.21 1.73
O -3.24 -2.23 0.50
O 5.25 -1.20 -2.71
O -0.11 0.00 5.53
N 1.97 2.41 7.57
N -2.07 -0.77 -3.19
N -5.82 -6.06 -3.73
N 2.30 1.90 1.75
N 7.74 0.49 11.08
N -5.01 2.43 -0.19
N 2.60 1.54 -6.73
C -2.93 -1.43 -4.19
C -4.85 -5.86 -2.54
C -5.68 -7.58 -4.18
C 3.46 1.25 -5.50
C -0.84 -0.28 -3.56
C -5.95 3.08 -1.25
C 3.82 3.04 8.88
C -4.19 4.58 1.09
C 4.15 1.68 9.04
C 2.03 2.61 0.63
C 4.63 0.28 -5.68
C -7.22 -5.80 -3.21
C 3.97 6.33 -3.00
C 6.57 0.18 11.62
C 0.88 2.93 6.61
C -5.58 0.99 0.07
C 8.99 0.19 11.81
C 0.32 -4.20 -4.26
C 3.34 2.23 2.77
C 5.38 1.27 9.79
C 1.76 0.24 -7.13
C -5.04 0.23 1.35
C 7.84 1.37 10.03
C 0.01 0.17 -2.62
C 3.32 0.72 8.52
C 1.57 2.69 -6.51
C 2.22 1.10 7.78
C 5.48 0.91 5.67
C -0.96 3.16 3.04
C -2.01 -4.19 -0.89
C -5.09 3.29 1.09
C 3.40 1.90 -8.01
C -4.51 -5.64 -6.02
C -3.56 2.50 -0.81
C -3.15 0.00 2.70
C -5.44 -5.08 -4.92
C 1.18 2.08 -0.30
C -1.61 -0.17 -0.93
C 5.40 0.40 10.93
C 1.80 0.63 1.85
C 2.66 3.38 8.17
C 0.28 -2.50 6.53
C 3.56 -2.51 -0.83
C -6.25 2.26 -2.58
C -0.40 0.32 -1.32
C -2.48 -0.71 -1.90
C 0.61 0.79 -0.23
C -3.53 1.17 -7.53
C 6.68 1.77 9.43
C 0.88 0.08 0.96
H -6.10 -8.27 -3.44
H 4.49 -0.02 11.31
H -3.43 -2.32 -3.80
H -5.13 -4.98 -1.97
H 0.50 -0.88 1.29
H -3.46 -1.14 -1.76
H 8.89 -0.83 12.19
H 2.47 -0.50 -7.50
H -6.17 3.47 1.11
H -2.07 0.18 2.76
H -6.95 1.46 -2.35
H -4.37 5.08 0.14
H -4.79 -6.70 -1.85
H 6.79 2.45 8.60
H 4.06 1.07 -8.28
H -7.40 -6.35 -2.28
H -3.12 4.39 1.22
H 5.24 0.64 -6.51
H 1.50 0.46 7.29
H 8.82 1.70 9.71
H -3.91 -5.75 -3.08
H -3.62 -0.70 -4.62
H -3.24 -1.08 2.80
H 2.49 3.59 0.63
H -6.34 -4.62 -5.33
H 0.74 3.99 6.79
H -7.14 -4.72 -3.11
H 0.82 2.71 -7.30
H 4.44 3.84 9.25
H -3.32 3.53 -1.08
H 5.21 0.45 -4.77
H -5.29 -0.83 1.28
H 1.13 0.59 -7.94
H 9.04 0.96 12.58
H -6.26 -7.71 -5.10
H -5.10 -4.19 -4.39
H -6.63 1.20 0.26
H -4.92 -6.52 -6.50
H 2.06 3.67 -6.52
H 0.86 2.76 -1.08
H -5.41 0.32 -0.77
H 1.22 -0.21 -6.29
H -4.64 -7.88 -4.24
H 9.85 0.25 11.14
H -3.72 1.94 -1.73
H -2.04 -0.08 0.06
H 1.04 2.57 -5.57
H -4.44 -4.94 -6.86
H 3.53 3.30 2.66
H 4.26 1.65 2.71
H 2.40 4.42 8.03
H 1.17 2.62 5.60
H -2.34 -1.88 -4.99
H -0.11 2.56 6.84
H -2.81 -6.44 -6.31
H -2.85 2.20 -0.04
H -5.56 4.08 -1.47
H 6.64 -0.35 12.56
H -4.56 5.31 1.81
H -3.61 0.49 3.55
H 2.65 2.09 -8.78
H -6.65 2.98 -3.29
H 2.82 1.07 -4.63
H 1.00 0.59 -2.78
H -0.61 -0.25 -4.61
H -5.40 1.65 -2.91
H 4.04 2.74 -7.74
H 2.90 2.12 3.76
H 3.48 -0.33 8.68
H 3.87 2.23 -5.28
H -7.99 -5.93 -3.96
H -6.97 3.22 -0.88
H -5.46 0.58 2.30
H 1.89 0.17 2.82
H -4.80 2.64 1.92
H 3.79 -1.19 -4.93
```

Calculated values
Orbital gap: 2.49 eV
2S+1: 1
E_LUMO: -2.340 eV
Total charge: -1

Atom charges from the Mulliken analysis, given in e for atoms 1 to 99: atom 1 (S): 1.23, atom 2 (S): 1.03, atom 3 (S): 1.25, atom 4 (S): 1.11, atom 5 (S): 1.24, atom 6 (S): 1.15, atom 7 (S): 1.13, atom 8 (S): 1.21, atom 9 (F): -0.21, atom 10 (F): -0.21, atom 11 (F): -0.21, atom 12 (F): -0.20, atom 13 (F): -0.21, atom 14 (F): -0.22, atom 15 (F): -0.25, atom 16 (F): -0.20, atom 17 (F): -0.15, atom 18 (F): -0.23, atom 19 (F): -0.16, atom 20 (F): 0.04, atom 21 (F): 0.28, atom 22 (F): -0.23, atom 23 (F): -0.14, atom 24 (F): -0.24, atom 25 (F): -0.09, atom 26 (F): -0.04, atom 27 (F): -0.26, atom 28 (F): -0.23, atom 29 (F): -0.10, atom 30 (F): -0.24, atom 31 (F): -0.24, atom 32 (F): -0.13, atom 33 (O): -0.68, atom 34 (O): -0.48, atom 35 (O): -0.64, atom 36 (O): -0.69, atom 37 (O): -0.73, atom 38 (O): -0.78, atom 39 (O): -0.69, atom 40 (O): -0.52, atom 41 (O): -0.70, atom 42 (O): -0.54, atom 43 (O): -0.65, atom 44 (O): -0.64, atom 45 (O): -0.68, atom 46 (O): 0.73, atom 47 (O): -0.69, atom 48 (O): -0.71, atom 49 (O): -0.64, atom 50 (O): -0.63, atom 51 (O): -0.89, atom 52 (O): -0.63, atom 53 (O): -0.48, atom 54 (O): -0.63, atom 55 (O): -0.30, atom 56 (O): -0.71, atom 57 (O): -0.67, atom 58 (O): -0.69, atom 59 (O): -0.58, atom 60 (N): 0.22, atom 61 (N): 0.94, atom 62 (N): 0.34, atom 63 (N): 1.11, atom 64 (N): 0.06, atom 65 (N): 0.34, atom 66 (N): 0.34, atom 67 (C): -0.80, atom 68 (C): -1.05, atom 69 (C): -1.01, atom 70 (C): 0.46, atom 71 (C): -0.79, atom 72 (C): -0.59, atom 73 (C): -0.52, atom 74 (C): -1.24, atom 75 (C): 1.16, atom 76 (C): -1.43, atom 77 (C): -0.95, atom 78 (C): -0.97, atom 79 (C): 0.41, atom 80 (C): -0.30, atom 81 (C): -1.06, atom 82 (C): -0.80, atom 83 (C): -1.00, atom 84 (C): 0.22, atom 85 (C): -1.01, atom 86 (C): 0.70, atom 87 (C): -0.75, atom 88 (C): -1.15, atom 89 (C): -0.30, atom 90 (C): 0.27, atom 91 (C): -0.68, atom 92 (C): -0.76, atom 93 (C): -0.74, atom 94 (C): 0.44, atom 95 (C): 0.11, atom 96 (C): 0.39, atom 97 (C): -0.16, atom 98 (C): -1.06, atom 99 (C): -0.79